Below is the molecule C17H24ClN3O2, with properties calculated with wB97M-V/def2-TZVPD.

Computed properties:
LUMO level   0.4425 eV
SMILES string   CCCCNC(=O)CCCCC(=O)N/N=C/c1ccc(Cl)cc1
HOMO level   -8.047 eV
Multiplicity   1

Positions of all 47 atoms, in Å:
1 C -0.48 -3.20 0.11
2 C -1.89 -3.42 0.65
3 C -2.96 -3.44 -0.44
4 C -3.09 -2.12 -1.21
5 N -3.43 -1.01 -0.35
6 C -2.54 -0.06 0.01
7 O -1.41 -0.02 -0.45
8 C -3.10 0.95 1.00
9 C -2.10 2.00 1.49
10 C -2.16 3.32 0.71
11 C -1.53 3.27 -0.69
12 C -0.01 3.30 -0.58
13 O 0.63 4.33 -0.48
14 N 0.54 2.05 -0.56
15 N 1.86 1.85 -0.43
16 C 2.29 0.65 -0.38
17 C 3.70 0.36 -0.24
18 C 4.64 1.39 -0.16
19 C 5.98 1.11 -0.03
20 C 6.40 -0.22 0.02
21 Cl 8.08 -0.58 0.18
22 C 5.48 -1.26 -0.06
23 C 4.14 -0.96 -0.19
24 H 0.25 -3.32 0.91
25 H -0.25 -3.93 -0.67
26 H -0.38 -2.20 -0.30
27 H -1.93 -4.37 1.18
28 H -2.12 -2.63 1.37
29 H -2.73 -4.23 -1.16
30 H -3.93 -3.68 0.01
31 H -3.86 -2.22 -1.98
32 H -2.14 -1.87 -1.69
33 H -4.33 -1.04 0.10
34 H -3.46 0.37 1.86
35 H -3.97 1.43 0.54
36 H -1.09 1.59 1.45
37 H -2.32 2.23 2.53
38 H -1.64 4.09 1.28
39 H -3.20 3.63 0.62
40 H -1.86 2.39 -1.23
41 H -1.83 4.16 -1.24
42 H -0.08 1.24 -0.61
43 H 1.60 -0.20 -0.44
44 H 4.29 2.41 -0.20
45 H 6.71 1.90 0.03
46 H 5.82 -2.28 -0.02
47 H 3.42 -1.77 -0.25

=====

Below is a cluster of 2 separate species, C3H3F2I in total, with properties calculated with wB97M-V/def2-TZVPD.

Computed properties:
LUMO level (spin up / spin down)   0.6074 / -3.3251 eV
HOMO level (spin up / spin down)   -4.947 / -9.519 eV
Multiplicity   3

Positions of all 9 atoms, in Å:
1 C -0.20 1.24 -0.38
2 C -0.91 0.09 0.36
3 C 0.51 0.57 0.46
4 F 1.26 -1.88 -1.68
5 F 1.58 0.16 1.10
6 I -2.24 0.46 2.07
7 H 1.82 -2.05 -0.88
8 H -0.36 2.16 -0.90
9 H -1.44 -0.75 -0.15

=====

Below is a cluster of 2 separate species, C12H15ClNO5 in total, with properties calculated with wB97M-V/def2-TZVPD.

Computed properties:
LUMO level   1.4437 eV
HOMO level   -3.060 eV
Charge   -1
Multiplicity   1

Positions of all 34 atoms, in Å:
1 C -2.53 -0.11 0.94
2 C -1.66 -1.29 1.49
3 C -0.80 -0.88 2.73
4 C -0.86 -2.03 0.39
5 C -1.89 -2.89 -0.45
6 C -0.01 -1.11 -0.52
7 O 0.35 0.11 0.15
8 C 1.10 0.91 -0.64
9 C 2.43 0.95 -0.47
10 O 3.06 0.17 0.49
11 N 3.61 0.99 1.54
12 O 2.85 1.08 2.41
13 C 3.19 1.92 -1.38
14 O 4.27 1.68 -1.85
15 C 2.45 3.24 -1.61
16 C 1.13 3.21 -1.80
17 C 0.48 1.82 -1.71
18 O -0.44 1.47 -2.39
19 H -3.53 -0.10 1.39
20 H -2.03 0.83 1.23
21 H -2.55 -0.11 -0.17
22 H -2.39 -2.02 1.88
23 H -0.52 0.19 2.63
24 H -1.37 -0.99 3.66
25 H 0.16 -1.42 2.75
26 H -0.19 -2.78 0.85
27 H -1.96 -2.50 -1.48
28 H -2.90 -2.79 -0.02
29 H -1.56 -3.93 -0.46
30 H -0.48 -0.96 -1.51
31 H 0.94 -1.65 -0.72
32 H 2.98 4.20 -1.63
33 H 0.53 4.09 -1.99
34 Cl -2.00 0.87 -4.03

=====

Below is a structure of composition C35H33BCdN8O5, with properties calculated with wB97M-V/def2-TZVPD.

Computed properties:
LUMO level   4.0493 eV
HOMO level   -2.734 eV
Charge   -2
Multiplicity   1

Positions of all 83 atoms, in Å:
1 Cd -0.96 -1.23 1.00
2 O -5.13 -1.05 6.02
3 C -4.24 -1.02 4.98
4 C -3.99 0.15 4.28
5 C -3.07 0.10 3.24
6 N -2.46 -1.02 2.89
7 C -2.71 -2.15 3.56
8 C -3.59 -2.19 4.63
9 C -2.04 -3.44 3.07
10 O -2.07 -4.40 3.85
11 O -1.57 -3.38 1.90
12 C -2.74 1.38 2.45
13 O -3.30 2.43 2.85
14 O -1.92 1.22 1.51
15 H -5.50 -0.16 6.11
16 H -4.46 1.09 4.51
17 H -3.74 -3.13 5.15
18 C -1.12 3.29 -2.21
19 C -0.06 3.23 -3.28
20 C -0.23 3.90 -4.48
21 C 0.76 3.95 -5.45
22 C 1.97 3.32 -5.22
23 C 2.16 2.61 -4.04
24 C 1.16 2.55 -3.07
25 N 1.41 1.86 -1.88
26 C 0.57 0.88 -1.30
27 N -0.22 0.27 -2.23
28 C -1.38 -0.56 -2.17
29 C -1.88 -1.11 -1.00
30 C -3.05 -1.87 -1.14
31 C -3.67 -2.09 -2.37
32 C -3.11 -1.56 -3.51
33 C -1.96 -0.79 -3.44
34 C -1.34 -0.25 -4.71
35 N 0.60 0.64 -0.05
36 C 1.44 1.42 0.78
37 C 0.88 2.45 1.53
38 C 1.66 3.19 2.40
39 C 3.02 2.89 2.55
40 C 3.57 1.86 1.80
41 C 2.80 1.12 0.91
42 C 3.43 0.00 0.12
43 H -1.76 4.16 -2.37
44 H -0.68 3.35 -1.21
45 H -1.76 2.40 -2.21
46 H -1.16 4.43 -4.64
47 H 0.59 4.50 -6.37
48 H 2.76 3.35 -5.96
49 H 3.09 2.08 -3.87
50 H 2.36 1.81 -1.57
51 H 0.03 0.54 -3.17
52 H -3.48 -2.34 -0.26
53 H -4.58 -2.70 -2.43
54 H -3.56 -1.74 -4.49
55 H -1.88 -0.63 -5.58
56 H -0.30 -0.56 -4.81
57 H -1.37 0.84 -4.77
58 H -0.19 2.62 1.45
59 H 1.21 3.98 2.99
60 H 3.63 3.45 3.24
61 H 4.61 1.61 1.92
62 H 4.07 -0.61 0.75
63 H 4.05 0.38 -0.70
64 H 2.67 -0.66 -0.30
65 B 2.62 -3.12 1.58
66 N 2.07 -1.98 2.53
67 C 2.69 -1.66 3.68
68 C 1.94 -0.71 4.34
69 C 0.84 -0.50 3.50
70 N 0.93 -1.27 2.42
71 N 2.12 -3.01 0.11
72 C 2.87 -3.37 -0.95
73 C 2.04 -3.44 -2.05
74 C 0.77 -3.10 -1.55
75 N 0.84 -2.85 -0.25
76 H 3.83 -2.98 1.55
77 H 2.31 -4.20 2.04
78 H 3.62 -2.14 3.94
79 H 2.16 -0.24 5.29
80 H 0.01 0.18 3.61
81 H 3.93 -3.55 -0.84
82 H 2.31 -3.68 -3.07
83 H -0.17 -3.02 -2.07

=====

Below is the ion C19H40N2O3PS with charge +1, with properties calculated with wB97M-V/def2-TZVPD.

Computed properties:
LUMO level   -3.9873 eV
HOMO level   -11.487 eV
Charge   +1
Multiplicity   1

Positions of all 66 atoms, in Å:
1 C 1.88 -5.09 -0.41
2 C 2.31 -3.68 -1.14
3 C 1.00 -2.69 -1.46
4 O 1.55 -1.33 -1.60
5 C 0.51 -0.29 -1.49
6 C -1.07 -0.68 -1.74
7 N -1.39 -1.23 -3.11
8 C -2.77 -0.81 -3.59
9 S 1.15 0.98 -2.77
10 C 0.10 2.30 -1.94
11 C -0.42 3.52 -2.90
12 C -1.97 3.99 -2.65
13 C -2.01 5.40 -1.76
14 O -2.87 2.95 -2.14
15 N -0.04 2.03 -0.60
16 P -0.96 3.00 0.57
17 C -2.50 2.02 1.13
18 C 0.12 3.59 2.03
19 C 0.72 0.74 -0.20
20 C 2.24 1.31 0.05
21 C 0.34 0.03 1.23
22 C 1.48 -1.00 1.82
23 C 0.82 -1.67 3.20
24 C 2.04 -2.57 3.88
25 O 1.72 -3.03 5.26
26 C 0.57 -3.96 5.18
27 H 2.63 -5.91 -0.78
28 H 0.78 -5.37 -0.72
29 H 1.92 -4.99 0.77
30 H 2.81 -3.95 -2.18
31 H 3.11 -3.12 -0.46
32 H 0.45 -3.07 -2.41
33 H 0.33 -2.74 -0.48
34 H -1.78 0.27 -1.59
35 H -1.44 -1.46 -0.92
36 H -0.65 -1.02 -3.82
37 H -2.77 0.33 -3.94
38 H -3.03 -1.44 -4.57
39 H -3.63 -1.04 -2.82
40 H -0.37 3.11 -4.02
41 H 0.37 4.41 -2.87
42 H -2.40 4.30 -3.72
43 H -1.95 6.37 -2.45
44 H -1.02 5.45 -1.09
45 H -2.92 5.46 -1.02
46 H -3.63 2.87 -2.83
47 H -3.05 2.53 2.05
48 H -3.32 1.95 0.27
49 H -2.29 0.91 1.45
50 H 1.16 3.92 1.56
51 H -0.33 4.55 2.53
52 H 0.26 2.80 2.88
53 H 2.51 2.28 -0.54
54 H 3.09 0.52 -0.20
55 H 2.35 1.58 1.20
56 H -0.63 -0.63 1.02
57 H 0.06 0.77 2.09
58 H 2.47 -0.48 2.18
59 H 1.74 -1.90 1.12
60 H 0.64 -0.77 3.96
61 H -0.15 -2.29 2.99
62 H 2.31 -3.49 3.20
63 H 3.04 -1.93 4.00
64 H 0.59 -4.83 5.97
65 H -0.40 -3.30 5.22
66 H 0.57 -4.49 4.11

=====

Below is the molecule C2H4OS2, with properties calculated with wB97M-V/def2-TZVPD.

Computed properties:
LUMO level   -0.1878 eV
SMILES string   CC(=S)SO
HOMO level   -8.674 eV
Multiplicity   1

Positions of all 9 atoms, in Å:
1 C 0.25 0.94 -0.33
2 C 1.62 0.59 -0.03
3 S 2.88 1.53 -0.09
4 S 2.02 -1.58 0.11
5 O 0.62 -2.47 -0.02
6 H 0.24 2.04 -0.50
7 H -0.18 0.63 0.63
8 H -0.38 0.41 -0.99
9 H 0.59 -2.93 0.90

=====

Below is the molecule C24H31N5O2, with properties calculated with wB97M-V/def2-TZVPD.

Computed properties:
LUMO level   0.7175 eV
SMILES string   Cc1ccc(OCC(=O)Nc2ccc3c(c2)nc(CCN2CCN(C)CC2)n3C)cc1
HOMO level   -7.928 eV
Multiplicity   1

Positions of all 62 atoms, in Å:
1 C 3.09 4.13 1.06
2 C 3.68 2.88 0.49
3 C 3.90 1.76 1.28
4 C 4.44 0.60 0.75
5 C 4.78 0.55 -0.60
6 O 5.29 -0.55 -1.24
7 C 5.57 -1.70 -0.48
8 C 4.33 -2.41 0.08
9 O 4.42 -3.17 1.02
10 N 3.21 -2.11 -0.60
11 C 1.87 -2.44 -0.33
12 C 1.54 -3.44 0.60
13 C 0.23 -3.75 0.87
14 C -0.76 -3.05 0.20
15 C -0.43 -2.06 -0.75
16 C 0.89 -1.75 -1.02
17 N -1.58 -1.52 -1.26
18 C -2.56 -2.13 -0.66
19 C -4.00 -1.84 -0.90
20 C -4.23 -0.34 -1.14
21 N -4.43 0.37 0.11
22 C -3.28 0.40 1.00
23 C -2.16 1.32 0.53
24 N -2.67 2.67 0.37
25 C -1.63 3.60 -0.01
26 C -3.78 2.68 -0.56
27 C -4.88 1.74 -0.08
28 N -2.13 -3.09 0.23
29 C -2.95 -3.94 1.04
30 C 4.56 1.67 -1.40
31 C 4.03 2.82 -0.85
32 H 2.95 4.04 2.14
33 H 2.12 4.33 0.60
34 H 3.73 4.99 0.87
35 H 3.65 1.78 2.33
36 H 4.58 -0.25 1.39
37 H 6.26 -1.49 0.35
38 H 6.07 -2.39 -1.17
39 H 3.33 -1.44 -1.36
40 H 2.34 -3.95 1.11
41 H -0.01 -4.52 1.60
42 H 1.15 -0.98 -1.74
43 H -4.61 -2.17 -0.06
44 H -4.32 -2.39 -1.79
45 H -3.40 0.03 -1.75
46 H -5.16 -0.22 -1.71
47 H -2.89 -0.61 1.13
48 H -3.64 0.76 1.97
49 H -1.36 1.34 1.27
50 H -1.73 0.93 -0.42
51 H -2.05 4.60 -0.07
52 H -0.85 3.59 0.75
53 H -1.18 3.35 -0.98
54 H -4.18 3.70 -0.62
55 H -3.46 2.39 -1.58
56 H -5.72 1.74 -0.78
57 H -5.24 2.09 0.89
58 H -2.31 -4.62 1.60
59 H -3.63 -4.53 0.43
60 H -3.53 -3.35 1.76
61 H 4.83 1.62 -2.44
62 H 3.86 3.68 -1.49

=====

- The highest multiplicity belongs to which entry?
  C3H3F2I